Entry 1:
This record from the OMol25 dataset describes a cluster of 2 separate species, C11H14N2O in total at a distorted geometry. The level of theory is ωB97M-V/def2-TZVPD.

Last column: Löwdin charge in e.
Positions of all 28 atoms, in Å:
C: -0.449 -2.844 -0.959  -0.0541
C: 0.455 -1.751 -0.574  -0.2903
C: 1.610 -1.195 -1.078  -0.0572
N: 1.997 -0.153 -0.262  0.0652
C: 1.208 -0.087 0.876  -0.2104
C: 1.320 0.806 1.941  -0.0082
C: 0.409 0.576 2.965  -0.0958
C: -0.661 -0.314 2.840  -0.1002
C: -0.806 -1.104 1.715  -0.0205
C: 0.173 -1.033 0.644  -0.1571
H: -0.065 -3.342 -1.863  0.0859
H: -1.373 -2.423 -1.340  0.0748
H: -0.466 -3.560 -0.153  0.0854
H: 2.172 -1.455 -1.958  0.1182
H: 2.840 0.383 -0.345  0.1451
H: 2.099 1.560 1.976  0.1104
H: 0.343 1.276 3.781  0.0969
H: -1.333 -0.538 3.660  0.0999
H: -1.521 -1.892 1.513  0.1014
C: -0.316 2.247 -2.688  -0.0219
C: -1.196 1.710 -1.605  -0.5859
N: -1.400 0.370 -1.399  0.1625
O: -1.753 2.483 -0.830  0.0150
H: -0.610 3.264 -2.932  0.0756
H: -0.678 1.897 -3.695  0.0915
H: 0.773 2.041 -2.529  0.0909
H: -1.927 0.079 -0.595  0.1031
H: -0.660 -0.156 -1.857  0.0797

Its multiplicity is 1. The LUMO energy is 0.0247 Eh. The SMILES is Cc1c[nH]c2ccccc12.CC(N)=O. The HOMO energy comes out at -8.10 eV.

---

Entry 2:
This record from the OMol25 dataset describes a cluster of 2 separate species, C11H14N2O in total at a distorted geometry. The level of theory is ωB97M-V/def2-TZVPD.

Last column: Löwdin charge in e.
Positions of all 28 atoms, in Å:
C: 2.766 2.308 0.512  -0.0678
C: 2.113 1.128 -0.079  -0.2569
C: 1.550 1.132 -1.343  -0.0306
N: 1.063 -0.146 -1.583  0.0553
C: 1.212 -0.967 -0.497  -0.1897
C: 0.636 -2.189 -0.048  -0.0813
C: 0.628 -2.633 1.244  -0.1193
C: 1.107 -1.758 2.238  -0.0937
C: 1.760 -0.574 1.863  -0.0248
C: 1.777 -0.108 0.535  -0.1411
H: 3.871 2.250 0.630  0.0871
H: 2.400 2.384 1.585  0.0884
H: 2.443 3.283 0.092  0.0838
H: 1.423 1.914 -2.009  0.0999
H: 0.469 -0.435 -2.359  0.1554
H: 0.297 -2.864 -0.889  0.1198
H: 0.159 -3.673 1.328  0.1284
H: 0.836 -1.897 3.255  0.0840
H: 2.238 0.127 2.550  0.1062
C: -3.045 1.152 -1.520  -0.0192
C: -3.689 0.185 -0.565  -0.5746
N: -2.941 -0.936 -0.104  0.1391
O: -4.880 0.211 -0.383  0.0454
H: -2.294 1.724 -0.945  0.0842
H: -3.886 1.846 -1.818  0.1027
H: -2.635 0.710 -2.401  0.0622
H: -3.393 -1.421 0.692  0.1153
H: -1.986 -0.751 0.020  0.0417

Its multiplicity is 1. The LUMO energy is 0.0223 Eh. The SMILES is Cc1c[nH]c2ccccc12.CC(N)=O. The HOMO energy comes out at -8.11 eV.